1.
C6H17NO | ωB97M-V/def2-TZVPD

LUMO: 0.71 eV
SMILES: CCNCC(C)C.O
Energy above the lowest of the compared OMol25 structures with the same formula, charge and spin: 33.96 kcal/mol
Molecular weight: 119.21 g mol⁻¹
Calculated total energy: -10034.1098 eV
2S+1: 1

XYZ file:
```
25
Properties=species:S:1:pos:R:3:forces:R:3:mulliken_charge:R:1
C 1.23610 -1.77668 -0.58475 -0.321 0.912 1.254 -1.03
C -0.17157 -1.55249 -1.11239 -0.147 -1.992 -1.322 -0.48
N -0.46592 -0.31038 -1.80787 0.164 0.326 0.611 -0.38
C -1.15156 0.70652 -1.03759 0.144 0.303 0.748 -1.06
C -0.27059 1.74143 -0.26832 -1.182 0.935 0.100 0.91
C -0.46291 1.57135 1.25400 1.457 -0.412 0.092 -1.44
C -0.62587 3.18173 -0.75029 -0.701 -0.261 -0.363 -1.34
H 1.33231 -1.34184 0.41176 0.275 0.353 0.024 0.19
H 1.96171 -1.29380 -1.24306 0.095 -0.305 0.018 0.31
H 1.46123 -2.82386 -0.40691 0.028 -0.192 -0.462 0.38
H -0.26981 -2.31351 -1.87732 0.062 -0.363 -0.611 0.36
H -0.96628 -1.94115 -0.46629 0.062 0.944 0.526 0.32
H 0.43722 0.05306 -2.08999 -0.151 0.144 -0.351 0.25
H -1.84301 1.28925 -1.63022 -0.084 -0.111 -0.691 0.37
H -1.79121 0.20619 -0.30982 0.007 -0.176 -0.051 0.38
H 0.76172 1.61661 -0.58443 0.211 -0.388 0.376 0.33
H -1.23278 0.85066 1.50128 -0.404 0.214 0.065 0.30
H 0.44819 1.14125 1.66988 0.157 -0.265 0.064 0.29
H -0.55271 2.48331 1.83510 -0.468 0.273 -0.230 0.39
H -0.83930 3.94903 -0.01140 0.651 -0.113 0.565 0.35
H -1.58601 3.17728 -1.28271 0.281 -0.125 -0.272 0.29
H 0.14991 3.52452 -1.43117 -0.127 0.290 -0.072 0.31
O 1.49986 -2.83690 3.21807 0.699 -0.131 0.082 -0.63
H 0.59146 -2.59742 3.03567 -0.247 -0.312 0.228 0.32
H 1.54321 -3.62443 3.78278 -0.459 0.452 -0.325 0.31
```
Positions in Å, forces in eV/Å.

2.
C6H17NO3 | ωB97M-V/def2-TZVPD

LUMO (spin up / spin down): -2.94 / -7.57 eV
Charge: +1
Energy above the lowest of the compared OMol25 structures with the same formula, charge and spin: 27.00 kcal/mol
Molecular weight: 151.21 g mol⁻¹
Calculated total energy: -14121.1117 eV
2S+1: 2

XYZ file:
```
27
Properties=species:S:1:pos:R:3:forces:R:3:mulliken_charge:R:1
C -1.00137 -1.19462 -0.92317 0.538 -0.212 0.785 -0.60
C -2.21252 -0.79361 -0.09390 -0.117 0.008 -0.036 -0.71
C -2.91807 0.49826 -0.41924 -0.993 -0.402 0.473 -0.04
O -3.16363 1.31650 0.43102 0.366 0.423 -0.155 -0.52
C 0.11165 -0.14692 -0.71840 -0.213 -0.376 -0.668 -0.39
N 1.43661 -0.70917 -1.09714 0.426 3.252 1.122 0.30
C 2.32106 -0.95687 0.03819 -0.435 -1.766 -0.798 -0.76
C 2.05206 -0.08296 -2.27816 0.218 -1.194 -0.113 -0.80
H -1.20147 -1.47468 -1.94852 -0.046 0.343 -0.341 0.38
H -0.57508 -2.08294 -0.44404 -0.318 -0.187 -0.137 0.35
H -3.02376 -1.51290 -0.19772 0.042 -0.393 -0.185 0.40
H -1.93756 -0.80272 0.96050 -0.012 0.231 0.025 0.37
H -3.46433 0.56577 -1.37763 0.480 0.074 -0.278 0.38
H 0.08832 0.15650 0.32888 0.327 -0.374 0.203 0.15
H 0.00636 0.78471 -1.27376 -0.315 -0.222 -0.315 0.34
H 2.10177 -0.27431 0.84469 0.103 0.430 0.088 0.27
H 2.04739 -1.95353 0.40354 0.096 -0.050 0.243 0.35
H 3.34720 -0.99825 -0.30006 0.137 0.191 0.196 0.40
H 1.86446 -0.72544 -3.14498 -0.330 0.334 -0.140 0.33
H 3.12768 -0.05346 -2.17395 0.193 -0.072 0.210 0.40
H 1.68258 0.92964 -2.39130 -0.283 -0.047 -0.235 0.33
H -2.03749 1.24686 1.88846 -0.216 0.131 0.590 0.40
H -1.45231 1.21186 3.38824 -0.154 0.129 -0.490 0.30
O -1.28721 1.00532 2.45769 0.453 -0.299 -0.237 -0.63
H 1.88671 1.46964 2.91038 -0.129 0.226 0.154 0.31
H 0.86753 2.31912 2.14674 -0.302 -0.019 0.047 0.30
O 1.33342 2.25820 2.98364 0.485 -0.160 -0.008 -0.59
```
Positions in Å, forces in eV/Å.

3.
C6H17NbO5S | ωB97M-V/def2-TZVPD

LUMO: 3.95 eV
Charge: -2
Molecular weight: 294.17 g mol⁻¹
Calculated total energy: -29111.6675 eV
2S+1: 1

XYZ file:
```
30
Properties=species:S:1:pos:R:3:forces:R:3:mulliken_charge:R:1
C 2.63651 1.46009 -1.66829 0.477 0.420 -0.165 -0.61
C 1.75485 2.37283 -2.65369 1.329 0.236 -0.765 -0.82
Nb -0.28916 2.93922 -1.82332 0.293 -2.397 -1.513 -1.01
C -1.15189 0.86278 -2.18531 -3.752 -3.471 0.182 0.64
O -0.36513 -0.14931 -2.28609 -0.645 2.133 0.151 -0.56
O -2.51365 0.66639 -2.33408 4.299 1.274 0.440 -0.76
H 2.31732 1.64649 -0.59622 0.501 -0.523 -1.200 0.18
H 2.61214 0.34756 -1.91533 -0.378 1.481 0.402 0.18
H 3.73510 1.78504 -1.77812 -1.261 -0.464 0.308 0.28
H 2.34173 3.34700 -2.81444 -0.684 -1.178 0.040 0.38
H 1.69226 1.86071 -3.66727 0.005 0.617 1.070 0.22
H -0.71826 3.54011 -3.51895 -0.031 0.535 -0.275 -0.02
H -1.93582 3.50486 -1.28033 -0.282 0.751 -0.092 0.00
H 0.16777 2.39867 -0.14584 0.003 0.211 0.717 0.00
H 0.42502 4.58471 -1.37089 0.006 0.323 0.761 -0.02
O 0.08985 -0.67450 3.37854 0.162 -0.358 -0.317 -0.65
S 0.30834 -1.82751 2.54596 -0.643 -0.179 -0.723 1.19
O 1.02688 -1.74633 1.30706 -0.162 0.116 0.848 -0.54
O -1.10328 -2.56641 2.28842 1.061 -0.130 0.754 -0.25
C -2.19437 -1.80561 1.74619 -0.818 0.652 -0.927 -0.32
C -2.04386 -1.57849 0.25296 0.302 0.073 0.188 -0.84
C 1.04043 -3.10592 3.53042 -0.088 -0.169 0.128 -0.93
H -2.30430 -0.85763 2.28069 0.216 -0.086 0.062 0.32
H -3.10233 -2.38706 1.92959 0.278 -0.212 0.293 0.25
H -1.19691 -0.92488 0.03573 -0.154 0.021 -0.184 0.14
H -2.94058 -1.11255 -0.16033 0.137 0.070 -0.032 0.40
H -1.86225 -2.52409 -0.26399 -0.075 0.036 0.032 0.22
H 0.47613 -3.20659 4.45654 0.013 0.016 -0.081 0.30
H 2.06769 -2.81318 3.74609 -0.088 0.102 -0.095 0.35
H 1.02977 -4.03637 2.96433 -0.023 0.102 -0.005 0.29
```
Positions in Å, forces in eV/Å.

4.
C6H18AgClO8P2 | ωB97M-V/def2-TZVPD

LUMO: 0.07 eV
Energy above the lowest of the compared OMol25 structures with the same formula, charge and spin: 20.88 kcal/mol
Molecular weight: 423.47 g mol⁻¹
Calculated total energy: -57996.4759 eV
2S+1: 1

XYZ file:
```
36
Properties=species:S:1:pos:R:3:forces:R:3:mulliken_charge:R:1
Ag -2.60778 0.20583 1.62635 -0.681 0.990 0.381 0.54
Cl -4.32722 2.03099 2.49864 0.841 -0.936 -0.539 -0.67
C 0.83284 0.66853 -2.41574 1.345 -0.462 1.425 -0.09
O -0.41472 0.17129 -2.78740 -2.218 -1.265 -0.170 -0.32
P -1.26174 -0.81663 -1.81534 -0.451 -0.507 -1.500 0.60
O -1.31222 -0.33310 -0.40543 0.271 -1.284 -1.445 -0.12
O -2.72663 -0.83363 -2.56902 3.958 2.657 0.693 -0.32
C -3.52714 -1.92097 -2.50977 -1.816 -2.551 0.878 -0.74
O -0.67750 -2.37413 -2.09523 -1.126 2.816 1.700 -0.30
C -0.01118 -2.84793 -3.24917 -0.224 -0.401 -0.534 -0.64
H 0.93763 0.50784 -1.34275 0.154 0.443 0.228 -0.29
H 0.99055 1.72259 -2.64416 -0.473 -0.120 -0.216 0.33
H 1.62925 0.06643 -2.85312 -0.002 0.095 -0.415 0.30
H -3.51198 -2.47106 -3.45066 -0.159 -0.027 0.006 0.26
H -4.54123 -1.65020 -2.21584 -0.127 0.396 -0.550 0.31
H -3.26931 -2.59357 -1.69170 0.393 -0.317 -0.107 0.33
H -0.00550 -3.93321 -3.14792 0.396 0.051 0.230 0.28
H 0.99777 -2.44262 -3.32567 -0.063 -0.060 -0.035 0.22
H -0.57016 -2.69489 -4.17233 -0.044 0.554 0.003 0.32
C -0.35588 3.07613 1.42386 -0.915 -0.651 -0.302 -0.40
O 0.20349 2.47783 2.57919 2.770 -1.410 0.724 -0.35
P 0.64816 0.90029 2.66878 -1.338 3.421 0.712 0.86
O -0.62796 0.22425 2.96137 0.969 -1.586 -0.392 -0.67
O 1.30929 0.60094 1.22334 1.574 -0.038 1.262 -0.15
C 2.71013 1.00096 0.91390 -0.454 -0.330 -0.356 -0.80
O 1.73842 0.91213 3.91826 -1.484 -1.135 -2.538 -0.30
C 2.34003 -0.38860 4.23133 1.336 0.588 -0.086 -0.71
H -0.07880 4.12990 1.39412 -0.313 -0.118 0.190 0.25
H -1.41751 2.84988 1.52304 -0.360 0.912 -0.151 0.21
H -0.09415 2.61062 0.47365 0.627 -0.185 0.048 0.12
H 3.14769 1.76734 1.55368 -0.568 0.057 0.190 0.37
H 2.71933 1.34237 -0.12122 -0.308 0.231 0.154 0.31
H 3.38962 0.14868 0.91676 -0.391 -0.320 0.360 0.30
H 2.19436 -0.61559 5.28743 -0.175 0.102 -0.239 0.28
H 3.39737 -0.23783 4.01365 0.219 0.112 0.542 0.31
H 2.15265 -1.26086 3.60511 -1.164 0.276 -0.152 0.33
```
Positions in Å, forces in eV/Å.